{
  "formula": "C9H24ClN3O8P",
  "method": "ωB97M-V with the def2-TZVPD basis set",
  "energy_ha": -1924.6762,
  "total_charge": 0,
  "s_squared": 0.76,
  "fmax_ev_per_a": 3.5,
  "multiplicity": 2,
  "species": ["C", "H", "H", "O", "C", "H", "O", "Cl", "H", "H", "O", "O", "H", "O", "N", "H", "H", "C", "H", "P", "C", "H", "H", "H", "N", "H", "H", "N", "H", "H", "H", "O", "O", "H", "H", "C", "C", "H", "C", "H", "H", "O", "H", "C", "H", "C"],
  "xyz": [[-0.01091, -0.05420, 3.17930], [-4.00269, 2.22417, 1.83939], [-0.20647, 4.79209, 0.23645], [2.41397, -5.84271, -2.55213], [1.49307, -4.90577, -2.77571], [-1.59045, 3.87509, -0.18848], [-0.21490, 2.46557, -4.15518], [0.11970, 1.13980, -3.75942], [-0.12062, 2.59440, 3.77119], [-0.16394, 3.56144, -1.15371], [2.12387, -3.78521, -3.11934], [-2.51190, 1.31574, 0.25549], [1.75427, -7.73630, -2.82038], [-0.81715, 0.16471, -4.39584], [-0.60416, 0.11821, 1.79736], [-0.73206, 0.04141, 3.99103], [1.63251, 1.72543, 0.64291], [2.19296, -7.14801, -2.01443], [1.53003, -1.83319, -3.28023], [-1.39061, 1.50678, 1.24752], [-0.50271, 3.81675, -0.14965], [1.47842, -7.11479, -1.19198], [1.28243, 2.31374, 2.22573], [-3.33256, 3.74045, 2.48929], [-0.15667, 2.69762, 0.74298], [0.79187, 0.66366, 3.34760], [-0.51256, -0.73612, -0.03486], [-1.94765, 2.27034, 2.61767], [1.80646, -2.38795, -4.79100], [0.48387, -1.01608, 3.31370], [0.31864, -1.64174, 1.38708], [0.02387, 1.08103, -2.32553], [1.43267, 0.83094, -4.13585], [-3.90401, 2.39818, 3.58685], [-1.16023, 4.02189, 3.73270], [-3.41966, 2.66555, 2.64769], [1.38666, -2.74980, -3.85242], [3.05318, -7.72817, -1.68046], [0.08126, -0.70723, 0.87872], [1.08585, -0.34406, 0.66190], [-1.64293, 2.72212, 4.67801], [0.31158, -5.09396, -2.71906], [0.31164, -2.92393, -3.89844], [1.23320, 2.59037, 1.17257], [1.75889, 3.47985, 0.82531], [-1.15604, 2.93192, 3.72563]],
  "lowdin_spin": [0.00, 0.00, 0.01, 0.00, 0.00, 0.00, 0.00, 0.00, 0.00, 0.03, 0.00, 0.02, 0.00, 0.00, 0.00, 0.00, 0.03, 0.00, 0.00, 0.01, 0.06, 0.00, 0.02, 0.00, 0.62, 0.00, 0.00, 0.10, 0.00, 0.00, 0.00, 0.00, 0.00, 0.00, 0.00, 0.01, 0.00, 0.00, 0.00, 0.00, 0.00, 0.00, 0.00, 0.07, 0.00, 0.00]
}


{
  "formula": "C9H24IO3",
  "method": "ωB97M-V with the def2-TZVPD basis set",
  "total_charge": -1,
  "de_lowest_kcal_mol": 4.15,
  "fmax_ev_per_a": 1.6,
  "multiplicity": 1,
  "species": ["C", "H", "H", "C", "C", "H", "H", "C", "O", "H", "O", "C", "H", "H", "C", "H", "H", "H", "H", "H", "C", "H", "H", "H", "H", "H", "I", "C", "H", "H", "O", "C", "H", "H", "H", "H", "H"],
  "xyz": [[3.20163, 0.01401, -4.11668], [-1.51314, -3.54912, 3.73499], [-1.50266, 3.81986, 2.79893], [3.82669, -1.11346, -3.30903], [-2.16594, -2.09050, 1.19575], [-3.94071, 2.82579, 2.32663], [4.66034, -0.73757, -2.71400], [-2.49079, 1.33717, 2.92285], [2.69882, 1.02767, -3.27150], [-0.04248, -1.20731, 0.76518], [0.23561, -1.80993, 1.47685], [-0.90210, -2.75246, 3.31219], [3.06545, -1.51195, -2.63342], [-3.06251, -2.58734, 1.57895], [4.19062, 0.64853, -5.06785], [3.79780, 1.55565, -5.52784], [-1.45773, 1.04865, 2.70455], [-2.37812, 4.43448, 1.38084], [-2.28621, -1.02298, 1.41914], [-2.15043, -2.18879, 0.11132], [-1.96191, 3.53965, 1.84699], [-2.44023, 1.62657, 0.30379], [5.11755, 0.91524, -4.54880], [2.20777, 0.59742, -2.54880], [-1.18685, -1.81472, 3.81620], [0.13382, -2.90236, 3.63224], [-0.03970, 0.91965, -0.98174], [-2.98624, 2.41421, 1.98524], [-2.52063, 1.67470, 3.96617], [-3.09536, 0.43258, 2.83711], [-3.28495, 1.87923, 0.70909], [-0.89593, -2.60568, 1.82551], [-0.67666, -3.61426, 1.42448], [4.45503, -0.04415, -5.87316], [-1.15963, 3.20135, 1.18020], [4.16573, -1.93142, -3.94950], [2.38402, -0.42845, -4.71287]],
  "nbo_charge": [0.10, 0.19, 0.19, -0.63, -0.64, 0.15, 0.20, -0.64, -0.73, 0.50, -0.75, -0.62, 0.22, 0.20, -0.61, 0.22, 0.22, 0.20, 0.22, 0.22, -0.64, 0.49, 0.20, 0.50, 0.20, 0.22, -0.94, 0.10, 0.19, 0.21, -0.75, 0.10, 0.14, 0.19, 0.24, 0.19, 0.14]
}


{
  "formula": "C9H24Li2O5",
  "method": "ωB97M-V with the def2-TZVPD basis set",
  "total_charge": 0,
  "de_lowest_kcal_mol": 0.00,
  "fmax_ev_per_a": 2.1,
  "multiplicity": 1,
  "species": ["C", "H", "H", "H", "H", "H", "H", "H", "H", "O", "H", "Li", "H", "H", "H", "C", "H", "Li", "H", "O", "O", "C", "H", "H", "C", "C", "H", "H", "H", "C", "O", "O", "H", "H", "C", "H", "H", "C", "C", "H"],
  "xyz": [[-1.02411, -0.13664, -2.59261], [-1.99394, 0.24955, -0.42125], [2.74214, 2.14095, 1.66835], [-1.54535, 2.25873, 2.70666], [-1.77179, -5.00994, 2.18897], [3.40710, 1.57768, -1.20599], [-1.65458, 2.39777, 0.10540], [3.62270, 3.36882, 0.80040], [0.76639, 2.74302, -0.08423], [-1.02578, -0.53346, -1.25827], [-0.76504, 0.92897, -2.67923], [0.29274, -0.35599, 0.26405], [-0.14486, -5.04331, 1.34077], [-2.00971, -0.26664, -3.07016], [1.91165, 3.57663, -1.06170], [1.50647, 2.57647, -0.86518], [-1.64648, -4.59364, 0.50712], [-1.13353, -2.46097, -0.81531], [-3.13619, 2.46635, 1.05667], [-0.20969, 0.98536, 1.71818], [-2.75767, 0.71145, -0.00255], [-0.03442, -0.95127, -3.43255], [-0.28004, -2.01728, -3.37911], [-0.45835, -3.03302, 2.80530], [2.67215, 1.71050, -0.40027], [-1.55462, 1.39870, 2.02708], [-0.16035, -0.70423, -4.49175], [0.03541, 0.45402, 2.48713], [2.85221, -0.21508, 0.09105], [3.38692, 2.30456, 0.79981], [-0.04905, -2.38867, 0.96314], [2.15033, 0.41646, -0.10992], [1.05503, 2.24499, -1.79761], [-2.07244, 0.53565, 2.45116], [-2.31460, 1.81421, 0.76732], [4.36240, 1.81740, 0.89407], [0.97912, -0.75109, -3.08702], [-1.10164, -4.54550, 1.46338], [-0.94130, -3.04472, 1.81793], [-1.95723, -2.62680, 1.83076]],
  "nbo_charge": [-0.04, 0.50, 0.22, 0.16, 0.20, 0.16, 0.16, 0.22, 0.22, -1.05, 0.14, 0.89, 0.21, 0.14, 0.21, -0.63, 0.15, 0.93, 0.18, -0.77, -0.77, -0.62, 0.18, 0.14, 0.10, -0.10, 0.21, 0.49, 0.49, -0.64, -1.07, -0.77, 0.22, 0.19, -0.09, 0.21, 0.20, -0.62, -0.06, 0.12]
}